The molecule C4H9NO. Source: the OMol25 dataset; level of theory: the ωB97M-V functional and the def2-TZVPD basis.

The calculation puts the electronic energy at -7830.4382 eV. For the energy above the lowest of the compared OMol25 structures with the same formula, charge and spin, the calculation gives 43.39 kcal/mol. As for the SMILES: C/C=C(\N)OC. The HOMO-LUMO gap is 8.66 eV.

The geometry in ORCA input format:
```
! RIJCOSX wB97M-V def2-TZVPD def2/J DEFGRID3
* xyz 0 1
C -0.324 -2.002 0.334
C -0.373 -0.597 -0.165
C 0.615 0.294 -0.030
N 1.929 -0.051 0.273
O 0.368 1.634 -0.129
C -0.949 1.988 0.326
H 0.165 -2.038 1.316
H 0.199 -2.695 -0.337
H -1.347 -2.368 0.462
H -1.257 -0.255 -0.684
H 2.222 -0.913 -0.171
H 2.631 0.675 0.220
H -1.034 3.057 0.167
H -1.770 1.501 -0.209
H -1.067 1.730 1.384
*
```

Atomic partial charges in e from the natural (NBO) method, atoms 1 to 5: number 1, C, carries -0.636; number 2, C, carries -0.411; number 3, C, carries 0.487; number 4, N, carries -0.834; number 5, O, carries -0.517


A structure of composition C8H10O6S at a distorted geometry. Source: the OMol25 dataset; level of theory: the ωB97M-V functional and the def2-TZVPD basis.

The calculation puts the electronic energy at -31571.2302 eV. For the energy above the lowest of the compared OMol25 structures with the same formula, charge and spin, the calculation gives 94.71 kcal/mol. The HOMO-LUMO gap (spin up / spin down) is 7.49 / 7.49 eV.

The geometry in ORCA input format:
```
! RIJCOSX wB97M-V def2-TZVPD def2/J DEFGRID3
* xyz 0 1
C -0.460 1.222 -0.065
C 1.140 -0.177 0.617
C -1.946 1.008 -0.001
C 0.639 -1.478 0.628
C 1.164 2.552 0.864
C 2.168 2.319 -0.315
C -3.456 -0.408 -1.332
C 1.500 -3.703 0.599
O -2.814 1.455 0.699
O -0.329 -1.860 1.273
O 0.200 1.033 -1.261
O -0.131 2.420 0.518
O -2.147 0.143 -1.004
O 1.625 -2.372 0.174
S 1.719 0.594 -0.890
H 1.550 1.980 1.793
H 1.351 3.676 1.110
H 1.963 2.937 -1.162
H 3.247 2.346 -0.014
H -4.060 0.376 -1.723
H -4.147 -0.786 -0.473
H -3.064 -1.145 -1.970
H 1.664 -4.378 -0.250
H 0.391 -3.789 0.849
H 2.232 -3.964 1.337
*
```

Atomic partial charges in e from the natural (NBO) method, atoms 1 to 5: number 1, C, carries 0.480; number 2, C, carries -0.496; number 3, C, carries 0.724; number 4, C, carries 0.625; number 5, C, carries -0.088